Record 1
ORCA calculation (ωB97M-V with the def2-TZVPD basis set) on a single C4H7NO2 molecule.

Summary:
strongest force on any atom: 1.657 eV Å⁻¹
LUMO: 0.75 eV
energy relative to the best compared isomer or geometry (same formula, charge and spin): 2.3902 eV
gap between HOMO and LUMO: 8.42 eV
charge: 0
SMILES: C[C@@H](O)C(N)=C=O

Cartesian coordinates (Å):
1 C 0.3141 -1.4854 0.6569
2 C -0.6608 -0.3911 0.2507
3 O -1.2130 0.2121 1.4685
4 C -0.0384 0.7386 -0.5402
5 N 0.2718 0.5568 -1.8865
6 C -0.0278 1.9472 -0.0196
7 O 0.1773 3.0271 0.4021
8 H -0.1468 -2.1551 1.3918
9 H 1.2116 -1.0705 1.1277
10 H 0.6234 -2.0777 -0.2102
11 H -1.4958 -0.8234 -0.3114
12 H -0.4948 0.4672 2.0734
13 H 0.7612 -0.3120 -2.0857
14 H 0.7182 1.3662 -2.3177



Record 2
ORCA calculation (ωB97M-V with the def2-TZVPD basis set) on a single C4H9NO2 molecule.

Summary:
strongest force on any atom: 1.283 eV Å⁻¹
LUMO: 0.64 eV
energy relative to the best compared isomer or geometry (same formula, charge and spin): 4.5766 eV
gap between HOMO and LUMO: 9.00 eV
charge: 0

Cartesian coordinates (Å):
1 C 1.2524 -0.5894 -0.5376
2 C -0.2115 -0.7483 -0.1180
3 C -0.4510 -0.7039 1.3894
4 O -1.8067 -0.4739 1.6978
5 N -0.7533 0.4494 -0.7345
6 C 0.3189 1.2151 -1.1599
7 O 0.9811 2.1406 -0.4360
8 H 1.5253 -1.1273 -1.4438
9 H 1.9700 -0.9276 0.2510
10 H 1.3895 1.5695 0.2262
11 H -0.7516 -1.6179 -0.5116
12 H -0.1880 -1.6681 1.8311
13 H 0.2039 0.0632 1.8400
14 H -2.0476 0.3469 1.2402
15 H -1.4713 0.3485 -1.4343
16 H 0.0397 1.7232 -2.0999



Record 3
ORCA calculation (ωB97M-V with the def2-TZVPD basis set) on an isolated ion of composition C6H10N3O and charge +1.

Summary:
strongest force on any atom: 3.969 eV Å⁻¹
LUMO: -3.93 eV
energy relative to the best compared isomer or geometry (same formula, charge and spin): 3.5111 eV
gap between HOMO and LUMO: 8.89 eV
charge: +1
SMILES: Cn1cccc1/C(N)=[NH+]/O

Cartesian coordinates (Å):
1 C -0.7528 -2.1141 0.0790
2 N -1.0681 -0.6954 0.0769
3 C -2.3559 -0.2322 0.1000
4 C -2.3922 1.1135 -0.0276
5 C -1.0910 1.5489 -0.0496
6 C -0.2339 0.3937 -0.0533
7 C 1.1682 0.5342 -0.0273
8 N 1.6140 1.7717 0.1762
9 N 1.9997 -0.5525 -0.1005
10 O 3.3416 -0.4406 0.0741
11 H -0.4111 -2.4430 -0.8527
12 H 0.0033 -2.3998 0.9026
13 H -1.7840 -2.6550 0.3079
14 H -3.0728 -1.1016 0.0989
15 H -3.4304 1.6480 0.0158
16 H -0.7012 2.5684 -0.2739
17 H 0.9957 2.5626 0.3950
18 H 2.6420 1.9368 0.0829
19 H 1.8153 -1.5499 -0.3289
20 H 3.7137 0.1062 -0.5954



Record 4
ORCA calculation (ωB97M-V with the def2-TZVPD basis set) on a 2-piece molecular cluster, C11H15N overall.

Summary:
strongest force on any atom: 2.264 eV Å⁻¹
LUMO: 0.94 eV
energy relative to the best compared isomer or geometry (same formula, charge and spin): 1.0368 eV
gap between HOMO and LUMO: 8.73 eV
charge: 0
SMILES: Cc1c[nH]c2ccccc12.CC

Cartesian coordinates (Å):
1 C -1.8475 2.5069 -2.5660
2 C -1.4659 2.2038 -1.1411
3 C -0.9370 3.1596 -0.3346
4 N -0.3681 2.5809 0.8036
5 C -0.5549 1.2318 0.7513
6 C -0.1217 0.2102 1.5912
7 C -0.5991 -1.0663 1.2997
8 C -1.4956 -1.3224 0.2728
9 C -1.8037 -0.3066 -0.6221
10 C -1.2875 0.9553 -0.4742
11 H -2.8507 2.1230 -2.7406
12 H -1.1992 1.9888 -3.2717
13 H -1.7505 3.5802 -2.7036
14 H -0.9503 4.2249 -0.5007
15 H -0.0180 3.1750 1.5414
16 H 0.6463 0.4639 2.3110
17 H -0.0359 -1.8865 1.7171
18 H -1.7211 -2.3715 0.1539
19 H -2.4962 -0.4985 -1.4402
20 C 2.6422 -2.5204 -0.0761
21 C 2.5320 -2.6302 1.4311
22 H 1.7483 -2.4278 -0.6977
23 H 3.3708 -1.7901 -0.4230
24 H 3.0221 -3.4755 -0.4749
25 H 3.5296 -2.9752 1.7125
26 H 1.8812 -3.3695 1.9238
27 H 2.1304 -1.7638 1.9574



Record 5
ORCA calculation (ωB97M-V with the def2-TZVPD basis set) on a 3-piece molecular cluster, C16H46N6O5P3 overall.

Summary:
strongest force on any atom: 6.740 eV Å⁻¹
LUMO: 0.62 eV
gap between HOMO and LUMO: 4.43 eV
charge: -1

Cartesian coordinates (Å):
1 O 4.1698 1.1150 -3.3236
2 C 4.8051 0.9423 -2.2968
3 C 4.2982 1.4081 -0.9613
4 C 5.3432 2.0251 -0.0093
5 C 6.8377 1.5579 -0.1439
6 O 7.6833 2.6568 -0.2347
7 P 6.8199 3.8350 -1.2301
8 O 5.3747 3.3861 -0.3283
9 H 5.7869 0.4544 -2.3125
10 H 3.7173 0.6124 -0.4914
11 H 3.5844 2.1910 -1.1734
12 H 5.0899 1.8120 1.0247
13 H 7.0734 1.1556 0.8487
14 H 7.0687 0.7169 -0.7960
15 H 8.0243 4.2019 -1.9641
16 H 7.0057 4.9168 -0.2995
17 H 5.9921 4.5932 -2.1513
18 H 6.6860 2.7241 -2.1907
19 O 1.3976 3.1666 0.8403
20 P -0.0019 3.1951 0.2898
21 N -0.6977 4.5450 1.1174
22 C -0.9554 4.5065 2.5431
23 C -0.1244 5.8154 0.6998
24 N -0.4774 1.6374 0.8394
25 C -1.6401 1.3390 1.6388
26 C 0.6021 0.7115 1.1620
27 N -1.3136 3.1221 -0.9260
28 C -0.8114 3.1834 -2.3097
29 C -2.5404 3.8881 -0.8229
30 H -1.6138 5.3398 2.8063
31 H -0.0441 4.5724 3.1524
32 H -1.4972 3.6054 2.8239
33 H -0.3324 5.9943 -0.3627
34 H 0.9625 5.8487 0.8406
35 H -0.5720 6.6398 1.2556
36 H -1.4554 1.5125 2.7091
37 H -1.9093 0.2843 1.5252
38 H -2.5254 1.9003 1.3385
39 H 1.0183 0.8901 2.1624
40 H 1.4138 0.7895 0.4456
41 H 0.2263 -0.3148 1.1207
42 H -0.4601 4.1868 -2.5783
43 H -1.5891 2.8894 -3.0169
44 H 0.0253 2.4900 -2.4358
45 H -2.4155 4.9560 -1.0473
46 H -2.9942 3.7987 0.1593
47 H -3.2495 3.4719 -1.5455
48 O -3.2123 -2.4153 0.2186
49 P -3.3504 -3.9180 0.3931
50 N -1.6555 -4.1547 0.7088
51 C -0.6440 -3.8788 -0.2982
52 C -1.2529 -3.6763 2.0197
53 N -3.8925 -4.2958 -1.1862
54 C -3.1975 -5.1214 -2.1450
55 C -4.6476 -3.2531 -1.8710
56 N -3.5557 -5.6617 0.8494
57 C -4.5924 -5.8593 1.8742
58 C -2.4598 -6.5809 1.1086
59 H 0.3002 -4.3305 0.0176
60 H -0.4799 -2.8086 -0.4706
61 H -0.8908 -4.3501 -1.2472
62 H -1.7732 -4.2419 2.8058
63 H -1.4791 -2.6129 2.1628
64 H -0.1843 -3.8255 2.1735
65 H -2.4298 -4.5552 -2.6870
66 H -3.9015 -5.5049 -2.8892
67 H -2.7381 -5.9977 -1.6890
68 H -3.9928 -2.4968 -2.3201
69 H -5.3237 -2.7460 -1.1889
70 H -5.2560 -3.6986 -2.6617
71 H -4.2626 -5.5233 2.8641
72 H -4.8755 -6.9113 1.9449
73 H -5.4917 -5.2942 1.6082
74 H -1.9654 -6.4180 2.0736
75 H -1.7058 -6.5438 0.3299
76 H -2.8754 -7.5952 1.1098



Record 6
ORCA calculation (ωB97M-V with the def2-TZVPD basis set) on C24H25InN5O2PS2Se2 as an isolated structure.

Summary:
strongest force on any atom: 2.826 eV Å⁻¹
LUMO: -0.82 eV
energy relative to the best compared isomer or geometry (same formula, charge and spin): 0.2220 eV
gap between HOMO and LUMO: 6.84 eV
charge: 0

Cartesian coordinates (Å):
1 In -0.1268 -0.1572 1.1236
2 C 3.3818 2.5362 4.6459
3 S 1.6193 2.9086 4.8366
4 C 0.8526 1.7790 3.6685
5 S 1.8377 1.0777 2.4309
6 N -0.4248 1.7371 3.8786
7 N -1.1683 1.0378 2.9515
8 C -2.3803 0.8315 3.3267
9 C -3.2735 0.0634 2.4952
10 C -4.5841 -0.0705 2.8462
11 C -5.4591 -0.7354 2.0337
12 C -4.9581 -1.2296 0.8379
13 C -3.5675 -1.0725 0.5535
14 N -2.7688 -0.4469 1.3886
15 H 3.8590 3.0323 5.4931
16 H 3.7613 2.9217 3.7020
17 H 3.5222 1.4635 4.6677
18 H -2.7161 1.2643 4.2646
19 H -4.9354 0.2471 3.8479
20 H -6.4890 -0.8566 2.3324
21 H -5.6194 -1.7613 0.1629
22 H -3.1352 -1.5187 -0.3687
23 Se 2.1832 -0.7911 -0.8396
24 P 1.1881 0.8457 -1.8197
25 Se -0.5186 1.6744 -0.6899
26 C 0.5513 0.3123 -3.4438
27 C -0.6374 0.8684 -3.9221
28 C -1.0986 0.4936 -5.1612
29 C -0.4076 -0.4161 -5.9577
30 C 0.7525 -0.9552 -5.4695
31 C 1.2588 -0.5692 -4.2489
32 C 2.3026 2.2206 -2.2423
33 C 3.4000 2.5000 -1.4310
34 C 4.0955 3.6481 -1.6699
35 C 3.7649 4.4928 -2.7225
36 C 2.6842 4.2037 -3.5161
37 C 1.9589 3.0388 -3.3217
38 H -1.2223 1.5564 -3.3185
39 H -1.9463 0.9905 -5.5780
40 H -0.7061 -0.5985 -6.9805
41 H 1.3462 -1.6890 -6.0279
42 H 2.1772 -1.0599 -3.8388
43 H 3.6724 1.7699 -0.6248
44 H 4.9620 3.9064 -1.0887
45 H 4.3710 5.4174 -2.8533
46 H 2.3850 4.8448 -4.3509
47 H 1.1571 2.8119 -3.9287
48 C -0.0232 -4.3854 2.8687
49 C -0.1528 -3.1113 2.1083
50 N 0.1856 -1.9583 2.5661
51 O 0.9400 -1.9619 3.7204
52 C -0.6574 -3.1705 0.7160
53 C -1.1448 -4.4744 0.1086
54 N -0.5215 -2.0990 0.0496
55 O -0.8230 -1.9621 -1.1372
56 H -0.8874 -5.0212 2.6437
57 H 0.0935 -4.3090 3.9359
58 H 0.8869 -4.8463 2.5121
59 H 1.0096 -1.0076 3.9112
60 H -2.2240 -4.5316 0.3064
61 H -0.6282 -5.3032 0.5779
62 H -0.9548 -4.4262 -0.9613



What is the charge in the fifth record? -1